Entry 1:
44
Properties=species:S:1:pos:R:3:mulliken_charge:R:1 method="wB97M-V/def2-TZVPD" s_squared=6.05 lumo_ev="-2.717 / -5.443" homo_lumo_gap_ev="7.53 / 4.97" multiplicity=5 total_energy_ha=-2338.10891 charge=+1
V 0.25750 -0.00015 0.86759 0.29
P -1.86385 -0.94055 0.90370 -0.05
P -0.63103 2.08930 0.51940 0.12
N 0.73835 -1.67756 -0.13764 -0.02
N 1.72924 0.63646 -0.32357 0.20
H 2.34584 -2.40260 -1.34832 0.33
H 3.64489 -0.23654 -0.10310 0.35
H 2.71737 -2.25689 0.37490 0.31
C 2.17012 -1.78184 -0.45586 -0.68
H 3.01470 -0.26505 -1.75531 0.46
C 2.72440 -0.37028 -0.69505 -0.69
H 0.00554 -3.32929 -1.20375 0.46
H 2.54953 2.20820 -1.46482 0.41
C -0.21804 -2.39230 -0.68761 -0.06
C 1.72002 1.88728 -0.81786 0.10
C -1.55679 -1.88113 -0.64607 -0.58
C 0.65995 2.73556 -0.53218 -0.76
H -2.33950 -2.54886 -1.01567 0.49
H 0.66043 3.75133 -0.92016 0.46
H -1.81209 2.39759 -0.20935 0.07
H -0.67017 3.07185 1.54944 0.09
H -3.10704 -0.32848 0.57869 0.08
H -2.29212 -1.97377 1.77848 0.10
H 0.13964 0.24896 -2.85139 -0.27
C -0.91159 0.34788 -3.17941 1.25
C -1.11272 1.76639 -3.68567 -1.37
C -1.18964 -0.73670 -4.20577 -1.44
O -1.76523 0.25215 -2.03545 -0.64
H -0.61228 1.92554 -4.64640 0.40
H -2.18132 1.98602 -3.79998 0.34
H -0.71986 2.48905 -2.96146 0.17
H -0.73010 -1.68579 -3.90553 0.32
H -2.27086 -0.89445 -4.30360 0.32
H -0.78042 -0.45410 -5.18282 0.42
H -1.67882 -0.73046 -1.58780 0.06
C -0.19520 -0.43069 6.13823 -1.10
C 0.93336 0.17979 5.28247 -0.21
C 0.64578 0.14214 3.87139 0.14
N 0.45192 0.09511 2.72924 -0.39
H -1.15508 0.05952 5.93967 0.33
H 0.01951 -0.32124 7.20490 0.34
H -0.31301 -1.49998 5.93034 0.33
H 1.10120 1.23372 5.55373 0.27
H 1.87744 -0.36512 5.43944 0.26

***

Entry 2:
66
Properties=species:S:1:pos:R:3:mulliken_charge:R:1 method="wB97M-V/def2-TZVPD" lumo_ev=-3.246 homo_lumo_gap_ev=6.92 total_energy_ha=-4672.79618 charge=+1
Ba 0.11511 -0.03997 0.46894 0.14
C -3.20785 3.59436 0.38937 -0.77
C -4.26712 3.12419 -0.36421 -0.79
C -4.34854 1.77008 -0.64359 -0.41
C -3.36822 0.91259 -0.16446 0.98
N -2.32078 1.37648 0.53549 0.14
C -2.25810 2.67958 0.80837 -0.49
C -3.42253 -0.55935 -0.41193 -0.33
C -4.57471 -1.19468 -0.84010 -0.63
C -4.55149 -2.56820 -1.06239 -0.71
C -3.38150 -3.26726 -0.84556 -0.68
C -2.27329 -2.55994 -0.39835 -0.38
N -2.28970 -1.24613 -0.18746 0.82
H -3.11226 4.64096 0.64187 0.46
H -5.02132 3.80616 -0.73390 0.44
H -5.16142 1.39002 -1.24491 0.33
H -1.40566 3.00784 1.39652 0.56
H -5.48978 -0.64020 -0.98649 0.41
H -5.44264 -3.08360 -1.39499 0.45
H -3.32365 -4.33378 -1.01023 0.50
H -1.33006 -3.06812 -0.21398 0.37
I 3.39995 0.62170 -0.54353 0.32
C 3.33106 2.71317 -0.16737 -0.95
I 1.31557 3.36229 -0.34079 0.14
H 3.91549 3.29902 -0.86599 0.46
H 3.65230 2.88772 0.85305 0.42
I 0.96359 -2.80543 2.07573 0.05
I 2.27745 -2.35731 -1.14410 -0.57
C 1.73114 -1.18962 5.44010 -1.02
Si 0.20760 -0.63746 4.52310 0.36
C -1.16595 -0.17269 5.69262 -1.06
C 0.64290 0.90315 3.50535 -0.56
C -0.40898 -2.08586 3.48823 -0.71
H 2.04373 -0.40091 6.12926 0.32
H 2.55965 -1.38454 4.75866 0.34
H 1.56732 -2.09289 6.03217 0.33
H -0.85494 0.64430 6.34800 0.34
H -1.42667 -1.02260 6.32709 0.33
H -2.07677 0.14303 5.17829 0.32
H 0.94044 1.65561 4.24434 0.36
H -0.22310 1.35622 3.00324 -0.04
H 1.52489 0.83908 2.85577 0.25
H -1.26261 -1.85065 2.86174 0.25
H -0.72384 -2.90804 4.13296 0.49
C 1.98544 -0.29456 -4.64355 -1.15
C 0.90639 0.66608 -4.16167 -0.66
As -0.41528 -0.07005 -2.90593 0.68
C -1.86697 1.18063 -3.38116 -0.88
C -1.56555 2.62243 -2.98637 -0.81
C -1.19501 -1.57917 -3.89496 -0.78
C -0.53526 -2.93903 -3.69256 -1.02
H 2.71665 0.23910 -5.25231 0.37
H 1.56495 -1.09300 -5.25294 0.28
H 2.51258 -0.75588 -3.80759 0.25
H 0.32604 1.06301 -4.99798 0.46
H 1.35916 1.51713 -3.64543 0.34
H -2.78372 0.82780 -2.90421 0.39
H -2.03061 1.11399 -4.45936 0.63
H -1.44128 2.71796 -1.90662 -0.12
H -2.37001 3.29941 -3.28253 0.36
H -0.64947 2.97794 -3.46096 0.37
H -1.22168 -1.29873 -4.95038 0.53
H -2.23718 -1.62677 -3.56481 0.45
H 0.49848 -2.95488 -4.02513 0.29
H -1.07661 -3.71564 -4.23685 0.38
H -0.51738 -3.21100 -2.63767 0.07

***

Entry 3:
103
Properties=species:S:1:pos:R:3:mulliken_charge:R:1 method="wB97M-V/def2-TZVPD" s_squared=2.02 lumo_ev="-5.720 / -5.849" homo_lumo_gap_ev="7.08 / 6.99" multiplicity=3 total_energy_ha=-3602.69377 charge=+2
V 0.16166 -0.56265 -0.38581 0.42
C 1.65238 -4.01841 -1.93456 -0.84
C 0.36808 -4.80776 -1.77734 0.47
C 0.22002 -6.01736 -2.44557 -0.89
C -0.93078 -6.78431 -2.31352 -0.79
C -1.97124 -6.34924 -1.50881 -0.85
C -1.85119 -5.14034 -0.83528 -0.93
C -0.69419 -4.37484 -0.96216 1.01
P -0.46334 -2.89604 0.05991 1.98
C -2.16709 -2.54407 0.69293 0.84
C -2.94088 -1.88799 -0.27879 -0.58
C -4.24406 -1.48144 -0.03243 -0.88
C -4.79287 -1.71682 1.22020 -0.86
C -4.04302 -2.37210 2.18631 -1.02
C -2.73384 -2.80475 1.95196 0.78
C -2.02363 -3.54702 3.06412 -1.15
C 0.75360 -3.33009 1.32410 0.70
C 0.79337 -4.58857 1.94004 -0.89
C 1.73330 -4.85808 2.91138 -0.81
C 2.65154 -3.86710 3.26323 -0.79
C 2.65648 -2.64649 2.60906 -0.99
C 1.73100 -2.35571 1.59943 0.28
C 1.84148 -1.08271 0.74403 -1.48
H 2.31131 -4.49211 -2.66104 0.56
H 2.19992 -3.95251 -0.98835 0.22
H 1.45613 -3.00782 -2.28366 -0.17
H 1.02774 -6.36529 -3.08272 0.46
H -1.01321 -7.72598 -2.84489 0.39
H -2.87113 -6.94401 -1.40082 0.47
H -2.67060 -4.79812 -0.21538 0.45
H -2.52402 -1.72157 -1.26467 0.53
H -4.82565 -0.99652 -0.81046 0.51
H -5.80936 -1.40596 1.44137 0.42
H -4.48986 -2.57986 3.15637 0.46
H -2.65970 -3.60369 3.94829 0.50
H -1.07895 -3.07793 3.35183 0.21
H -1.78349 -4.56902 2.76810 0.23
H 0.07918 -5.35561 1.65196 0.60
H 1.75857 -5.82850 3.39644 0.47
H 3.38905 -4.06873 4.03292 0.43
H 3.41925 -1.91304 2.84849 0.51
H 2.58097 -1.28387 -0.03662 0.59
H 2.25443 -0.26009 1.34313 0.73
O -4.41833 2.61242 3.66567 -0.50
C -3.49239 1.69400 4.20924 -0.68
C -2.55507 1.26659 3.11528 -0.38
C -1.57074 0.33506 3.36170 -1.01
C -0.73620 -0.06157 2.33653 -0.84
N -0.84613 0.43326 1.08460 1.99
C -1.79978 1.34701 0.84729 -0.07
C -2.65242 1.78938 1.82397 -0.93
C -1.85609 1.83235 -0.58488 0.72
C -2.69424 2.83812 -0.99246 -0.68
C -2.66631 3.25026 -2.32728 0.09
C -3.56556 4.38300 -2.78444 -0.91
O -4.76500 4.43742 -2.03591 -0.50
C -1.79081 2.61494 -3.18599 -1.11
C -0.98247 1.59893 -2.69862 -0.94
N -1.00106 1.21438 -1.42083 0.59
H -5.05393 2.86765 4.34164 0.34
H -3.98092 0.80292 4.60981 0.36
H -2.90546 2.13476 5.01846 0.34
H -1.43613 -0.10534 4.34788 0.53
H 0.04550 -0.78732 2.51273 0.29
H -3.42085 2.51966 1.60619 0.76
H -3.39372 3.31342 -0.31309 0.62
H -3.73734 4.31606 -3.85728 0.45
H -3.04743 5.32269 -2.60524 0.25
H -5.42910 3.87203 -2.44260 0.32
H -1.73346 2.88912 -4.23606 0.53
H -0.31780 1.05886 -3.35822 0.54
O 1.77333 -1.07180 -3.98844 -0.56
C 1.72009 -0.37704 -3.02840 -0.33
O 0.89861 -0.64358 -1.98297 0.11
C 2.66749 0.80883 -2.87064 0.92
C 3.35319 1.24304 -4.03059 -1.51
C 4.29803 2.20777 -3.89784 -0.72
C 4.65193 2.66552 -2.60698 0.92
C 5.72538 3.57090 -2.38389 -0.78
C 6.10600 3.88884 -1.11680 -0.64
C 5.43489 3.30662 -0.00643 -0.70
C 4.37869 2.46554 -0.19694 -0.23
C 3.94692 2.14347 -1.51075 0.04
N 2.89176 1.27631 -1.67077 0.31
H 3.10687 0.79864 -4.98534 0.57
H 4.81829 2.60070 -4.76698 0.46
H 6.25416 3.97889 -3.24119 0.42
H 6.94176 4.55763 -0.95036 0.42
H 5.78964 3.51029 0.99799 0.52
H 3.91193 1.96712 0.64605 0.40
N 1.94202 4.79066 1.86498 -0.54
C 1.01774 5.23256 0.82418 -0.73
C 1.11180 4.25777 -0.33268 -0.37
N 1.12836 2.87013 0.25214 1.04
H 1.66298 5.12455 2.77667 0.22
H 2.88126 5.12634 1.69774 0.18
H 1.61485 2.95519 1.13317 0.69
H 1.21758 6.23218 0.44119 0.41
H 0.00835 5.21631 1.23767 0.42
H 2.05087 4.38380 -0.86185 0.36
H 0.27531 4.34961 -1.01976 0.24
H 0.18184 2.56227 0.45099 -0.37
H 1.58397 2.19504 -0.35399 -0.64

***

Entry 4:
120
Properties=species:S:1:pos:R:3:mulliken_charge:R:1 method="wB97M-V/def2-TZVPD" lumo_ev=-0.024 homo_lumo_gap_ev=10.17 total_energy_ha=-4678.06629 smiles="O=S1(=O)CCCC1.O=S1(=O)CCCC1.O=S1(=O)CCCC1.O=S1(=O)CCCC1.O=S1(=O)CCCC1.CCOC(=O)OC.CCOC(=O)OC.CCOC(=O)OC"
O 5.26669 0.34484 3.70730 -0.67
S 4.12807 -0.51571 3.50571 1.19
O 4.27681 -1.66362 2.63783 -0.67
C 3.43736 -0.96854 5.16366 -0.90
C 2.08484 -0.21374 5.29420 -0.08
C 1.87573 0.85967 4.22827 -0.29
C 2.64648 0.40229 2.99181 -0.40
H 4.18031 -0.56425 5.84979 0.36
H 3.41034 -2.05201 5.21825 0.44
H 1.34450 -0.98791 5.06237 -0.49
H 1.76694 0.11684 6.28278 0.61
H 2.18067 1.87658 4.47254 0.43
H 0.81713 0.85967 3.96823 -0.04
H 2.90929 1.08419 2.18098 0.46
H 2.06390 -0.31260 2.40305 -0.07
O -3.11494 -4.63484 -2.69262 -0.62
S -3.73518 -5.48339 -1.69472 1.01
O -5.15744 -5.81101 -1.74176 -0.64
C -2.81487 -6.98274 -1.14228 -0.74
C -3.16511 -7.16855 0.32336 -0.62
C -3.11425 -5.73632 0.93624 -0.73
C -3.42668 -4.66807 -0.11240 -0.10
H -1.80464 -6.66645 -1.40534 0.37
H -3.18044 -7.85148 -1.68872 0.45
H -4.25168 -7.28689 0.38330 0.32
H -2.69583 -7.97662 0.87104 0.39
H -2.17220 -5.48952 1.43381 0.28
H -3.81720 -5.56814 1.75637 0.34
H -2.52296 -4.06855 -0.21979 -0.26
H -4.21830 -3.97285 0.15615 0.52
O 3.51173 6.13680 1.86279 -0.66
S 2.10090 5.82567 1.91227 1.15
O 1.30523 5.92229 3.10977 -0.65
C 1.19189 6.86814 0.66961 -0.79
C 0.61296 5.90689 -0.37450 -0.84
C 0.47807 4.49001 0.20653 0.00
C 1.73672 4.25433 0.98853 -0.36
H 1.77791 7.67518 0.23629 0.45
H 0.32738 7.35076 1.12712 0.36
H -0.24684 6.30847 -0.91549 0.43
H 1.28980 5.84904 -1.23837 0.14
H 0.22602 3.76174 -0.56746 0.30
H -0.46048 4.44020 0.76912 0.11
H 2.61691 4.24739 0.34368 0.13
H 1.72340 3.42414 1.69053 0.20
O -2.97380 -2.99900 4.24243 -0.69
S -1.90553 -2.08863 4.60078 1.16
O -0.75392 -2.09295 3.72382 -0.61
C -2.46963 -0.38367 5.06000 -0.51
C -1.94562 -0.18378 6.49978 -0.51
C -1.93923 -1.53355 7.20010 -0.64
C -1.23084 -2.44577 6.21677 -0.58
H -3.54622 -0.54839 5.06036 0.40
H -2.06369 0.33973 4.36106 0.21
H -0.96315 0.29310 6.59293 0.10
H -2.50829 0.58050 7.04433 0.42
H -2.98846 -1.81295 7.33068 0.28
H -1.45806 -1.48321 8.17443 0.38
H -1.24540 -3.52021 6.39754 0.45
H -0.17456 -2.17866 6.16810 0.18
O -5.18992 1.77043 -2.17320 -0.62
S -5.48831 2.61030 -1.03233 1.09
O -6.82556 3.08156 -0.71457 -0.68
C -4.63082 1.86589 0.40269 -0.26
C -3.52627 2.84666 0.82214 -0.43
C -3.01714 3.41152 -0.52019 -0.05
C -4.31751 3.99460 -1.04727 -0.98
H -4.26991 0.93790 -0.03227 -0.05
H -5.27931 1.71592 1.26330 0.49
H -3.80956 3.68432 1.46124 0.43
H -2.70672 2.41306 1.40328 0.06
H -2.68319 2.63369 -1.21318 0.23
H -2.21441 4.14683 -0.52759 -0.10
H -4.29364 4.47062 -2.03022 0.48
H -4.63485 4.80933 -0.39307 0.41
C 2.90814 -4.59880 -7.55582 -1.09
C 1.92162 -4.99975 -6.48490 -0.18
O 2.30172 -4.60353 -5.16601 -0.41
C 2.22657 -3.32476 -4.81752 0.75
O 1.78176 -2.42029 -5.49650 -0.55
O 2.69237 -3.16988 -3.60677 -0.39
C 2.72537 -1.87807 -3.02027 -0.46
H 2.84285 -3.55963 -7.87050 0.29
H 2.64394 -5.22750 -8.41008 0.37
H 3.91917 -4.85008 -7.23733 0.31
H 1.94418 -6.08802 -6.43058 0.28
H 0.90187 -4.64685 -6.64757 0.31
H 2.92691 -1.11056 -3.77134 0.21
H 3.48006 -1.71262 -2.25762 0.37
H 1.70971 -1.70863 -2.66339 0.21
C -2.53549 -1.10311 1.15328 -1.05
C -1.11472 -1.58106 0.78793 0.58
O -0.60311 -1.10256 -0.43985 -0.40
C 0.09999 0.01230 -0.37688 0.66
O 0.29243 0.67968 0.60647 -0.41
O 0.46150 0.34626 -1.60837 -0.30
C 1.53133 1.28633 -1.74290 0.72
H -2.51368 -0.23668 1.81606 0.06
H -3.23035 -1.80971 1.60817 0.35
H -3.01977 -0.90868 0.19170 0.44
H -1.27191 -2.65810 0.71439 -0.01
H -0.38586 -1.46438 1.58168 0.03
H 1.70322 1.36496 -2.81274 -0.29
H 2.40495 0.82608 -1.27627 0.34
H 1.30292 2.23279 -1.25658 -0.57
C 4.16294 4.61589 -3.12267 -0.98
C 4.81749 3.55840 -3.95814 -0.33
O 3.99796 2.38744 -4.18361 -0.30
C 3.11914 2.37838 -5.15640 0.65
O 3.09798 3.13712 -6.09719 -0.60
O 2.37477 1.24579 -5.00900 -0.18
C 1.52292 0.93529 -6.09872 -0.78
H 3.96634 4.25853 -2.10591 0.12
H 3.25432 4.99298 -3.58982 0.31
H 4.78583 5.47938 -2.88155 0.47
H 5.71079 3.08192 -3.56028 0.34
H 5.10857 4.00221 -4.91090 0.32
H 1.12030 1.72024 -6.73169 0.40
H 0.66665 0.40034 -5.67409 0.25
H 1.91084 0.12437 -6.72156 0.27

***

Entry 5:
65
Properties=species:S:1:pos:R:3:mulliken_charge:R:1 method="wB97M-V/def2-TZVPD" lumo_ev=0.677 homo_lumo_gap_ev=8.73 total_energy_ha=-1237.25183
C 1.00046 -0.25165 2.08584 -2.33
H 0.50386 -0.65824 2.81425 0.76
H 1.84132 -0.91157 1.68601 0.33
H 1.53180 0.59817 2.33361 0.48
C 0.07129 -0.06969 0.66589 1.07
C -1.02447 1.06704 1.35040 -2.13
C -2.18457 1.32566 0.47436 -0.60
H -1.73127 2.10058 -0.62021 0.22
H -2.90443 2.05970 0.74311 0.66
C -2.69946 0.13109 -0.29021 1.90
C -4.30932 0.41306 -0.22201 -0.05
C -5.02191 1.47809 -0.70343 -0.57
C -6.27102 1.28632 -0.70485 -0.88
C -7.02497 0.44750 -0.18466 0.80
C -6.40528 -0.83460 -0.02167 -0.66
C -5.07878 -0.93854 0.21771 0.32
C -4.33360 -2.38656 0.49050 -3.10
C -2.97060 -2.35317 0.01491 -0.50
C -2.08238 -0.95472 0.35890 -0.67
C -0.69282 -1.11442 0.38486 -0.79
C -0.21482 -1.33707 -1.26967 -1.71
H -1.05418 -1.63584 -1.68296 0.86
H 0.66845 -1.91038 -1.13277 0.39
C 0.25292 0.09224 -1.45557 -0.72
H -0.50357 0.82006 -2.25467 0.22
H 1.16734 -0.00201 -2.40952 0.27
C 0.89026 0.49204 -0.36439 0.47
H 0.87595 1.93248 -0.41359 0.33
O 2.18054 0.27192 -0.15673 -0.04
C 3.15802 1.18638 0.23018 0.16
O 2.83365 2.46054 0.42305 -0.68
C 4.50418 0.65963 0.09835 -0.27
H 5.24089 1.58121 0.22579 0.28
C 4.82629 -0.43807 -0.91374 -0.83
C 6.25959 -0.89445 -0.89773 0.72
C 6.78179 -1.23910 0.47791 -0.84
H 7.28136 -2.38019 0.08626 0.33
C 7.72606 -0.42043 1.30277 -1.21
H 7.17821 0.41406 1.55332 0.26
H 8.28952 -0.77336 1.84917 0.84
C 8.53047 0.01829 -0.03454 -0.81
H 8.84570 1.09678 0.23855 0.34
H 9.07058 -0.68867 -0.51954 0.45
C 7.27818 0.13095 -1.19109 -1.10
H 7.59063 0.25606 -2.31225 0.35
H 7.03396 1.19373 -1.11740 0.28
H 5.98232 -1.75630 1.14414 0.37
H 6.46848 -1.74471 -1.63958 0.42
H 4.67429 0.25625 -1.95889 0.12
H 4.04043 -1.09505 -0.74786 0.54
H 4.66502 0.25039 1.15139 0.23
H -0.32124 -1.98783 0.79947 0.71
H -2.20972 -0.91190 1.39460 0.42
H -2.87124 -2.42212 -1.05816 0.46
H -2.33527 -3.27553 0.42002 0.24
H -4.92116 -2.94198 0.22553 1.49
H -4.40283 -2.40877 1.45748 0.79
H -7.05660 -1.68643 0.42873 0.07
O -8.37557 0.56385 -0.18871 -0.60
H -8.64676 -0.38641 0.34988 0.36
H -6.73713 2.30609 -0.95663 0.17
H -4.29614 2.23738 -0.81360 0.58
H -2.41710 0.10987 -1.40468 0.26
H -0.58895 2.05157 1.62831 0.33
H -1.38252 0.69560 2.27460 0.48

***

Entry 6:
27
Properties=species:S:1:pos:R:3:mulliken_charge:R:1 method="wB97M-V/def2-TZVPD" lumo_ev=1.343 homo_lumo_gap_ev=2.79 total_energy_ha=-849.97756 charge=-1
Na -0.75109 -0.10594 0.77104 0.85
O 0.61347 -0.90245 -3.23188 -0.94
C 1.57769 -0.81821 -2.26678 -0.03
C 1.94693 0.65856 -2.26018 -0.55
O 2.93113 0.93197 -1.25313 -1.02
H 2.43772 -1.35641 -2.58792 0.34
H 1.09462 -1.10869 -1.31293 -0.05
H 1.20399 1.36068 -2.00074 0.25
H 2.38661 0.83503 -3.23217 0.27
O -0.97628 0.58862 3.05145 -0.57
H -0.34434 1.04982 3.63408 0.29
H -1.75291 1.21093 2.96088 0.30
O -2.83559 1.40228 0.78272 -0.55
H -3.79219 1.18193 0.89706 0.29
H -2.78289 2.33374 1.16639 0.30
O -2.17781 -1.83416 1.19875 -0.68
H -1.41067 -2.37106 0.99899 0.34
H -2.72524 -1.73146 0.44302 0.33
O 0.88541 -1.70914 1.81998 -0.58
H 1.28458 -1.56320 2.72104 0.26
H 1.59429 -1.61067 1.22418 0.34
O -1.19564 -0.26865 -1.51999 -0.72
H -0.36231 -0.42193 -2.01542 0.25
H -1.36313 0.59397 -1.76098 0.29
O 1.10534 1.28087 0.60505 -0.63
H 1.68743 1.14088 -0.15723 0.35
H 1.72088 1.23269 1.32475 0.27

***

Computed energy above the lowest of the compared OMol25 structures with the same formula, charge and spin, in the same sequence as the records: 1.4583 0.2511 0.7075 2.4941 23.6011 0.0000 eV.